Molecular formula: C16H27IrN3S3
Method: DFT, ωB97M-V/def2-TZVPD

Results
E	-2087.384523	Ha
HOMO level (spin up / spin down)	-20.0 / -20.9	eV
<S²>	0.94
Kohn-Sham gap (spin up / spin down)	5.446 / 6.090	eV

The geometry in ORCA input format:
```
! RIJCOSX wB97M-V def2-TZVPD def2/J DEFGRID3
* xyz 4 2
Ir 0.19 -0.15 0.45
C -3.25 -0.46 1.10
C -3.26 0.89 0.41
S -1.75 1.26 -0.57
C -1.28 2.91 0.06
C -0.96 2.99 1.55
S 0.33 1.81 2.14
C -0.48 1.13 3.64
C -1.83 0.49 3.44
S -1.81 -0.84 2.17
H -3.26 -1.27 0.37
H -4.15 -0.55 1.71
H -3.43 1.71 1.11
H -4.08 0.90 -0.31
H -2.11 3.59 -0.15
H -0.43 3.23 -0.55
H -1.84 2.85 2.16
H -0.55 3.99 1.77
H -0.56 1.96 4.35
H 0.24 0.42 4.04
H -2.62 1.20 3.20
H -2.11 0.00 4.38
N 5.19 1.11 -2.61
C 4.18 0.03 -2.42
C 2.79 0.49 -1.93
N 2.53 0.48 -0.48
H 6.05 0.71 -3.03
H 5.48 1.57 -1.73
H 4.86 1.83 -3.27
H 4.60 -0.72 -1.75
H 4.04 -0.44 -3.40
H 2.07 -0.20 -2.39
H 2.56 1.48 -2.32
H 2.85 1.34 -0.05
H 3.05 -0.27 -0.03
C 0.49 -2.32 -0.29
C 1.11 -3.35 0.47
C 0.36 -4.41 1.06
C 0.97 -5.48 1.65
C 2.37 -5.52 1.76
C 3.15 -4.48 1.22
C 2.53 -3.42 0.61
C 3.01 -6.59 2.43
N 3.55 -7.48 2.89
H -0.54 -2.53 -0.57
H 1.11 -1.95 -1.11
H -0.72 -4.41 0.97
H 0.39 -6.31 2.04
H 4.22 -4.52 1.28
H 3.13 -2.62 0.19
*
```